Record 1
A molecular structure, C37H33BCdN7, computed with wB97M-V/def2-TZVPD.

Structure (XYZ):
```
79
Properties=species:S:1:pos:R:3:forces:R:3
Cd -0.325710 0.229229 0.352934 0.008 0.929 -0.721
N -1.037289 -1.409145 2.691969 0.045 -0.273 0.110
N -0.936665 -1.710998 -0.313246 -0.536 -0.728 -0.608
N -0.655612 -2.711424 0.553483 -0.047 -0.164 0.188
N -1.330207 -0.172028 2.213660 -0.450 0.274 0.460
N 1.452641 -0.530629 1.260827 0.993 0.053 0.368
N 0.357322 1.260087 -1.480541 -0.154 0.133 0.143
N 1.320977 -1.749385 1.829608 -0.051 -0.146 0.228
C -2.267483 -1.142177 -4.899418 0.006 0.002 -0.058
C -4.056279 3.605064 3.686924 -0.006 0.026 -0.012
C -0.869960 -5.202252 0.718076 -0.001 0.072 0.118
C -1.036873 -3.891096 0.029304 0.039 -0.018 -0.210
C -3.545143 2.327130 3.835790 0.043 -0.077 -0.020
C -2.838140 0.104900 -4.683132 -0.012 -0.002 -0.012
C 4.440421 1.296731 0.326712 -0.042 -0.070 -0.049
C 3.433422 -1.158498 2.052606 0.026 0.157 0.053
C 2.720241 -3.450709 3.022873 -0.130 0.045 0.009
C -2.703476 1.771208 2.871965 -0.029 0.210 -0.107
C 2.721955 -0.143496 1.402991 -0.083 -0.397 -0.034
C -2.990676 0.575113 -3.386727 0.001 0.059 0.010
C 3.182579 1.161724 0.909584 -0.039 0.156 0.011
C -2.394560 2.544461 1.752343 -0.037 -0.104 0.123
C -1.569641 -3.641263 -1.223192 -0.138 0.090 -0.050
C -1.697831 -1.611069 3.847617 -0.143 0.205 0.101
C 2.759487 2.198487 -6.137452 -0.027 -0.014 0.093
C 1.035547 1.106249 -4.868987 -0.060 0.015 0.136
C 2.506821 -2.149646 2.327101 0.148 0.037 -0.138
C 3.226548 2.827678 -4.989942 0.038 0.020 -0.065
C 4.867887 2.529162 -0.141736 0.034 -0.001 -0.021
C -1.617050 -2.857727 4.660726 0.069 -0.038 -0.096
C -1.512144 -2.253190 -1.390212 0.290 -0.227 0.213
C 2.373932 2.292564 1.036460 0.039 -0.068 0.083
C -1.966140 -1.436617 -2.524282 -0.094 0.117 -0.015
C -1.832450 -1.907953 -3.828962 0.078 0.006 0.031
C 2.798577 3.523600 0.562851 -0.030 -0.005 -0.017
C 1.665091 1.344881 -6.075482 0.016 -0.007 -0.103
C -2.567441 -0.194736 -2.315115 -0.003 -0.109 0.012
C -2.432803 -0.472377 4.119383 0.006 0.043 -0.082
C 1.517337 1.733640 -3.715677 0.241 0.064 -0.540
C 0.882660 1.472738 -2.476373 -0.153 0.001 0.281
C 2.612911 2.598830 -3.773158 -0.042 -0.016 0.144
C -2.903076 3.823059 1.601009 0.049 0.055 -0.108
C -3.737126 4.360771 2.568608 -0.023 -0.015 0.047
C 4.046587 3.642670 -0.032246 0.006 0.061 -0.006
C -2.174804 0.412344 3.064063 0.068 -0.311 0.167
B -0.081991 -2.403565 1.963229 0.050 0.276 -0.212
H -2.164971 -1.521236 -5.908268 0.001 -0.009 0.010
H 1.434557 2.223970 1.574552 -0.047 -0.026 -0.025
H 4.474500 -1.149393 2.328026 -0.017 -0.024 0.013
H 5.078841 0.427395 0.230303 -0.002 0.001 -0.005
H -3.072642 -0.318191 4.969893 0.010 -0.018 0.013
H -4.135450 5.359559 2.452502 0.003 -0.002 -0.007
H 1.301317 0.865667 -6.974339 0.002 -0.008 0.016
H -3.804048 1.755779 4.716206 0.001 -0.009 0.008
H -1.988520 -4.361289 -1.905527 0.004 -0.015 0.028
H -2.765991 0.141682 -1.303808 0.039 0.030 0.042
H -1.378120 -2.875217 -4.003708 0.009 0.002 0.010
H -1.749618 2.152430 0.973189 -0.012 0.051 -0.038
H 2.424745 -4.287136 2.389581 0.030 -0.021 0.021
H -2.648671 4.402625 0.722718 0.003 -0.012 0.006
H 2.973779 3.076253 -2.870984 -0.011 -0.019 0.012
H 4.071859 3.499771 -5.046582 0.006 -0.019 0.013
H -3.461034 1.533670 -3.207885 -0.012 -0.018 -0.005
H 5.848574 2.622633 -0.589858 -0.002 -0.008 0.004
H -3.187017 0.695827 -5.519722 0.014 0.006 -0.001
H -0.595174 -3.055967 4.984713 -0.010 -0.005 0.006
H 2.138301 -3.505978 3.943585 0.012 -0.018 -0.005
H 0.008345 -3.407510 2.587316 -0.026 -0.070 0.056
H -1.221861 -5.999493 0.068386 0.025 -0.014 -0.010
H -2.243517 -2.747223 5.542218 0.000 -0.020 0.014
H 3.772357 -3.554637 3.275258 0.006 -0.033 -0.003
H -1.443142 -5.240743 1.645188 0.010 0.002 -0.007
H 3.254221 2.372159 -7.083498 -0.021 0.018 -0.009
H 0.175569 -5.385399 0.966250 -0.010 -0.037 -0.011
H -1.963205 -3.724114 4.096580 0.002 0.000 0.014
H 0.176686 0.449662 -4.807269 0.005 -0.012 0.006
H -4.707013 4.011332 4.449727 0.004 0.003 -0.004
H 2.164407 4.392968 0.681093 0.019 0.002 0.007
H 4.389563 4.607805 -0.382653 -0.001 -0.010 -0.013
```
Positions in Å, forces in eV/Å.

## Properties
Total charge: +1
HOMO level (Eh): -0.399
Energy relative to the best compared isomer or geometry (same formula, charge and spin) (kJ/mol): 12.30
M (g mol⁻¹): 698.944
Lowest unoccupied orbital energy (eV): -2.53

=====

Record 2
6 unconnected molecules or ions with the total composition H12O6, computed with wB97M-V/def2-TZVPD.

Structure (XYZ):
```
18
Properties=species:S:1:pos:R:3:forces:R:3
O -2.817814 0.301705 0.698697 -0.297 0.114 -2.266
O -1.066124 -1.794439 -0.571137 1.656 2.285 -0.005
O 0.988669 -0.749149 1.227497 0.495 -0.903 0.429
O -0.333214 1.632375 1.191821 -2.392 -1.328 -0.515
O 2.774220 -0.322493 -0.915082 -1.127 0.694 2.890
O 0.400266 0.944513 -1.542937 0.366 0.218 -0.322
H -0.401169 1.105405 0.370834 1.446 0.655 -0.741
H -3.122530 0.972022 0.042341 0.018 -0.186 1.030
H 2.918518 -0.980080 -1.547474 0.471 -1.745 -1.472
H 2.366151 -0.777288 -0.099289 0.608 1.027 -1.530
H 0.654971 1.843543 -1.829969 -0.237 -0.719 0.277
H -2.639238 -0.410647 0.027359 0.268 0.057 1.190
H -0.555753 -1.431010 0.223319 -0.764 -0.982 -1.104
H 1.254954 0.455681 -1.455201 -0.249 0.441 0.120
H 1.319109 -1.194944 2.026181 -0.294 0.251 -0.368
H -1.311940 1.411017 1.291698 1.031 0.773 1.176
H 0.608021 0.097206 1.512190 -0.072 0.558 0.186
H -0.659112 -1.190996 -1.272852 -0.928 -1.211 1.023
```
Positions in Å, forces in eV/Å.

## Properties
Structure (SMILES): O.O.O.O.O.O
Total charge: 0
HOMO level (Eh): -0.416
Energy relative to the best compared isomer or geometry (same formula, charge and spin) (kJ/mol): 89.93
M (g mol⁻¹): 108.090
Lowest unoccupied orbital energy (eV): 0.42

=====

Record 3
A molecular structure, C18H29N2O2P2PdS, computed with wB97M-V/def2-TZVPD.

Structure (XYZ):
```
55
Properties=species:S:1:pos:R:3:forces:R:3
Pd 0.477107 -0.428249 0.294207 1.756 -0.454 0.347
S 1.893076 -2.111304 1.730067 0.508 0.303 -0.348
P -0.418724 -1.987619 -1.204703 0.717 0.301 0.094
P 0.601784 1.140465 2.103021 0.145 0.139 0.801
O -4.074580 0.423787 -2.836873 0.047 -0.003 0.768
O -1.930079 4.816332 -2.749739 0.013 -0.740 -0.296
N 4.576895 -1.433883 1.116433 -1.808 -0.385 0.363
N -1.252006 -1.055536 1.502998 -0.820 -1.332 1.002
C 2.763985 -0.558997 -1.753842 0.631 0.780 -0.689
C 3.663675 -0.012541 -2.685658 -0.009 -0.235 0.163
C -2.211880 -1.840124 0.884698 -0.293 0.850 1.053
C 0.580299 -3.491029 -1.251835 -0.431 -0.646 -0.400
C -0.359053 2.666299 2.340118 0.114 0.284 0.048
C -3.446598 -2.045192 1.570039 0.269 -0.074 -0.637
C -1.381554 -0.656472 2.772499 -0.219 -0.134 -0.434
C 1.907727 0.300255 -1.093713 -0.130 -0.458 0.993
C -0.748490 -1.393882 -2.872519 -0.262 -0.585 -0.459
C 2.270760 1.552633 2.668618 -0.078 0.298 0.320
C 3.450076 -1.703923 1.354532 1.417 0.194 -0.186
C 2.855301 2.205692 -2.196599 -0.160 0.154 0.174
C -1.959930 -2.342410 -0.408512 -0.767 -0.188 -0.036
C 1.944435 1.666542 -1.281883 0.697 0.183 -0.759
C -0.184025 0.065749 3.386023 -0.179 0.099 -0.129
C -3.624180 -1.551887 2.848276 0.193 0.029 0.176
C -2.569966 -0.883085 3.483728 0.012 0.078 -0.156
C 3.715401 1.367068 -2.905495 -0.141 -0.122 -0.010
H -4.709906 0.600413 -2.124315 0.254 -0.043 -0.381
H -1.915887 3.860416 -2.940722 -0.027 0.621 0.036
H 4.334579 -0.682353 -3.219178 -0.016 0.191 0.021
H 0.574857 -0.669095 3.698701 -0.291 0.168 0.078
H 2.877377 3.286420 -2.333802 0.121 -0.222 -0.103
H 2.766351 2.094109 1.850871 -0.021 -0.202 0.218
H 0.895140 -3.747242 -0.228315 -0.215 -0.018 -0.471
H -1.432265 2.450635 2.245923 0.281 0.110 -0.073
H 2.778427 -1.624315 -1.524604 0.041 0.177 -0.209
H 1.276185 2.320514 -0.724314 0.066 0.071 -0.109
H -0.557001 0.417367 -0.704739 -0.900 1.015 -0.810
H -2.776023 -2.845652 -0.929599 0.140 -0.027 0.209
H 2.837238 0.641672 2.900046 -0.098 0.293 -0.091
H 0.143526 -0.901545 -3.281304 -0.158 -0.114 0.228
H -0.156332 3.063390 3.347460 -0.130 -0.034 -0.302
H -1.594494 -0.690475 -2.861203 0.228 -0.220 0.012
H -2.652312 -0.496090 4.496974 -0.101 -0.194 -0.179
H -0.051262 3.410427 1.593277 -0.212 -0.123 0.206
H -4.571869 -1.701098 3.364384 0.246 0.053 -0.117
H -0.047019 -4.285004 -1.683158 0.488 -0.105 0.128
H 4.417135 1.790513 -3.629163 -0.235 -0.206 0.280
H -4.595773 0.420542 -3.636996 -0.224 0.024 -0.356
H 1.468750 -3.330866 -1.876387 -0.284 -0.035 0.146
H -0.491665 0.997069 -0.142126 -0.534 0.447 -0.461
H -1.847906 4.866844 -1.797622 0.006 0.105 0.255
H -0.491369 0.674840 4.243940 0.080 -0.297 0.003
H -4.232844 -2.568478 1.025622 0.114 0.060 0.344
H -0.995150 -2.266568 -3.494709 -0.062 0.379 -0.110
H 2.210056 2.204923 3.551174 0.221 -0.210 -0.156
```
Positions in Å, forces in eV/Å.

## Properties
Total charge: +1
HOMO level (spin up / spin down) (Eh): -0.317 / -0.404
2S+1: 5
Energy relative to the best compared isomer or geometry (same formula, charge and spin) (kJ/mol): 0.00
M (g mol⁻¹): 505.877
Lowest unoccupied orbital energy (spin up / spin down) (eV): -2.68 / -6.70

=====

> energy relative to the best compared isomer or geometry (same formula, charge and spin) of number 3 (C18H29N2O2P2PdS)?

0.00 kJ/mol